1.
19
Properties=species:S:1:pos:R:3:nbo_charge:R:1 method="wB97M-V/def2-TZVPD" energy_ha=-551.90596 total_charge=-1
O 2.40606 -1.79955 -0.15206 -0.70
O 0.98042 -1.82698 1.56143 -0.46
O -2.19341 -2.80568 -0.37144 -0.63
N 0.13525 -1.83628 -0.50399 -0.63
C 0.19815 0.37447 1.46017 -0.12
C 1.36380 1.23956 0.84747 -0.65
C -1.33393 -2.77355 0.37547 0.40
C 1.23321 -1.83606 0.13504 0.83
C 0.58945 -0.83762 2.21059 0.27
C -0.98329 0.98764 1.60298 -0.46
C 0.04040 -1.73418 -1.91479 -0.41
H -1.29122 1.97720 1.22661 0.18
H -1.75937 0.42282 2.11513 0.19
H 2.12856 0.73740 0.30795 0.23
H -1.00507 -1.75132 -2.26774 0.20
H 0.61094 -0.95092 -2.33063 0.19
H 0.79973 1.98008 0.30630 0.21
H 0.51025 -2.72174 -2.36238 0.16
H 1.82516 1.85611 1.63522 0.20


2.
18
Properties=species:S:1:pos:R:3:nbo_charge:R:1 method="wB97M-V/def2-TZVPD" energy_ha=-799.55641 smiles="[O-]N1C=CC=C[C@@H]2[C@@H](S)[C@@H]21" total_charge=-1
S 2.98330 0.64247 -1.28083 -0.04
O 0.85487 -1.75344 2.33473 -0.77
N 0.18390 -0.96989 1.40306 -0.10
C -0.86864 -1.56739 0.83399 0.03
C 0.39792 1.15947 0.01934 -0.31
C 1.33975 0.27411 -0.66954 -0.37
C 0.76884 0.12941 0.98754 0.01
C -1.76041 -1.00655 -0.04604 -0.43
C -1.83101 0.17765 -0.75092 -0.25
C -0.92737 1.15060 -0.74264 -0.27
H 1.01833 -0.51214 -1.22178 0.21
H 2.97078 1.79264 -0.76988 0.09
H -0.90785 2.02208 -1.35822 0.18
H 1.70692 0.35179 1.51951 0.23
H -2.62914 -1.69415 -0.16009 0.18
H -1.14640 -2.49843 1.20698 0.20
H -2.70276 0.11034 -1.43949 0.19
H 0.54897 2.19142 0.13428 0.22


What did the first record say?
19
Properties=species:S:1:pos:R:3:nbo_charge:R:1 method="wB97M-V/def2-TZVPD" energy_ha=-551.90596 total_charge=-1
O 2.40606 -1.79955 -0.15206 -0.70
O 0.98042 -1.82698 1.56143 -0.46
O -2.19341 -2.80568 -0.37144 -0.63
N 0.13525 -1.83628 -0.50399 -0.63
C 0.19815 0.37447 1.46017 -0.12
C 1.36380 1.23956 0.84747 -0.65
C -1.33393 -2.77355 0.37547 0.40
C 1.23321 -1.83606 0.13504 0.83
C 0.58945 -0.83762 2.21059 0.27
C -0.98329 0.98764 1.60298 -0.46
C 0.04040 -1.73418 -1.91479 -0.41
H -1.29122 1.97720 1.22661 0.18
H -1.75937 0.42282 2.11513 0.19
H 2.12856 0.73740 0.30795 0.23
H -1.00507 -1.75132 -2.26774 0.20
H 0.61094 -0.95092 -2.33063 0.19
H 0.79973 1.98008 0.30630 0.21
H 0.51025 -2.72174 -2.36238 0.16
H 1.82516 1.85611 1.63522 0.20